{
  "formula": "C17H13BrN4O2",
  "method": "ωB97M-V/def2-TZVPD",
  "charge": 0,
  "symbols": ["Br", "C", "C", "N", "C", "C", "C", "N", "C", "C", "C", "N", "C", "C", "C", "C", "C", "C", "C", "O", "C", "O", "N", "C", "H", "H", "H", "H", "H", "H", "H", "H", "H", "H", "H", "H", "H"],
  "coordinates": [[0.439, 6.202, 1.098], [1.100, 4.682, 0.141], [2.354, 4.096, 0.403], [2.849, 3.029, -0.224], [2.073, 2.456, -1.153], [0.806, 2.928, -1.466], [0.042, 2.187, -2.559], [-1.396, 1.939, -2.140], [-1.838, 1.037, -1.219], [-3.058, 1.235, -0.620], [-3.416, 0.297, 0.321], [-2.593, -0.681, 0.643], [-1.422, -0.816, -0.023], [-0.486, -1.871, 0.432], [0.856, -1.867, -0.006], [1.742, -2.865, 0.404], [1.309, -3.872, 1.245], [-0.013, -3.941, 1.627], [-0.925, -2.981, 1.235], [-0.265, -5.018, 2.424], [1.039, -5.668, 2.512], [2.008, -4.916, 1.764], [-1.009, 0.078, -0.932], [0.295, 4.052, -0.809], [2.951, 4.527, 1.190], [2.476, 1.558, -1.654], [0.058, 2.792, -3.477], [0.478, 1.159, -2.739], [-2.091, 2.650, -2.358], [-3.738, 2.058, -0.858], [-4.365, 0.356, 0.924], [1.250, -1.038, -0.618], [2.790, -2.781, 0.147], [-1.974, -3.005, 1.577], [1.365, -5.778, 3.587], [0.987, -6.702, 2.138], [-0.681, 4.481, -0.955]],
  "forces_ev_per_angstrom": [[0.40, -0.54, -0.29], [0.18, -1.15, -0.44], [-0.31, 0.51, 0.19], [-0.60, 0.21, -0.05], [0.29, 0.19, 0.38], [-0.22, -0.44, -0.59], [-1.43, -1.17, 1.03], [0.43, 1.51, -1.50], [1.09, 1.51, -1.04], [-2.04, 0.01, 0.61], [-0.44, 0.46, 0.47], [0.81, -1.74, 0.08], [-0.86, 1.30, 1.11], [0.61, -1.49, -0.27], [-0.43, 0.34, 0.29], [0.49, 0.11, 0.31], [-0.27, 0.51, -0.68], [-0.96, 1.17, -0.42], [-0.46, 1.04, -0.09], [1.52, -0.58, -0.03], [0.10, -0.92, 1.27], [-0.46, -0.31, 0.41], [0.80, -2.09, 0.70], [0.80, 0.30, 0.54], [0.31, 0.06, 0.08], [-0.24, 0.57, 0.29], [-0.27, -0.41, 0.19], [-0.27, 1.34, 0.10], [0.65, -0.16, -0.04], [0.45, -0.21, -0.04], [0.99, 0.01, -0.83], [-0.46, -0.56, 0.36], [-0.02, -0.16, -0.11], [0.71, -0.05, -0.26], [-0.38, 0.65, -0.94], [-0.20, 0.44, -0.37], [-0.30, -0.26, -0.42]]
}

{
  "formula": "C17H13BrN8O4V",
  "method": "ωB97M-V/def2-TZVPD",
  "charge": 3,
  "symbols": ["V", "N", "C", "N", "C", "N", "C", "C", "N", "C", "C", "N", "H", "H", "H", "H", "H", "Br", "C", "C", "C", "C", "C", "N", "C", "O", "O", "H", "H", "H", "C", "N", "C", "C", "C", "O", "N", "C", "O", "H", "H", "H", "H", "H"],
  "coordinates": [[1.050, -0.138, 0.284], [1.256, -0.355, 4.434], [1.669, 0.280, 3.351], [1.083, -0.307, 2.303], [0.340, -1.325, 2.848], [0.430, -1.381, 4.141], [-0.343, -2.191, 1.904], [-1.126, -3.289, 2.213], [-1.650, -4.041, 1.252], [-1.384, -3.730, -0.004], [-0.601, -2.625, -0.341], [-0.091, -1.850, 0.619], [1.505, -0.173, 5.402], [2.350, 1.117, 3.338], [-1.324, -3.560, 3.244], [-1.798, -4.361, -0.782], [-0.393, -2.380, -1.370], [-1.454, -0.155, -2.633], [0.392, -0.148, -2.924], [0.813, -0.076, -4.257], [2.155, -0.108, -4.558], [3.069, -0.222, -3.507], [2.569, -0.298, -2.234], [1.249, -0.260, -1.900], [3.513, -0.411, -1.107], [4.655, -0.319, -0.963], [2.628, -0.685, 0.101], [0.065, -0.003, -5.035], [2.494, -0.052, -5.585], [4.139, -0.257, -3.669], [-3.990, 2.451, 0.382], [-2.511, 2.344, 0.385], [-1.734, 3.413, 0.425], [-0.330, 3.347, 0.438], [0.143, 2.075, 0.367], [1.420, 1.630, 0.358], [-0.605, 0.963, 0.292], [-1.989, 1.013, 0.346], [-2.700, 0.054, 0.346], [-4.262, 3.488, 0.551], [-4.384, 1.818, 1.173], [-4.365, 2.108, -0.580], [-2.240, 4.371, 0.459], [0.288, 4.229, 0.494]],
  "forces_ev_per_angstrom": [[1.13, -0.34, 0.25], [0.14, -0.02, -0.05], [-0.06, 0.07, 0.08], [-0.02, -0.06, -0.13], [0.04, 0.01, 0.04], [-0.14, 0.00, -0.01], [0.00, -0.01, 0.03], [0.04, 0.08, -0.03], [-0.06, -0.09, 0.03], [0.04, 0.06, -0.02], [0.01, -0.02, -0.04], [-0.19, -0.08, -0.01], [0.02, -0.01, -0.01], [0.00, 0.01, 0.00], [0.01, 0.01, 0.00], [0.00, 0.00, 0.00], [0.00, -0.01, 0.03], [0.00, 0.05, 0.02], [-0.02, -0.05, -0.11], [0.00, 0.01, 0.04], [0.00, 0.00, 0.04], [-0.03, -0.01, 0.00], [0.16, 0.02, -0.06], [-0.05, -0.01, -0.03], [-0.08, -0.13, 0.35], [0.01, -0.03, -0.14], [-0.43, 0.43, -0.20], [0.00, 0.01, 0.00], [0.00, 0.00, 0.00], [0.00, 0.00, 0.00], [0.03, 0.00, 0.01], [0.02, 0.03, 0.03], [-0.03, -0.02, 0.03], [-0.01, -0.06, -0.01], [0.01, 0.05, 0.04], [0.05, -0.04, -0.01], [-0.50, 0.19, -0.08], [-0.07, -0.03, -0.11], [0.02, 0.02, 0.06], [0.00, 0.00, -0.01], [-0.02, 0.00, -0.01], [-0.02, -0.01, 0.02], [0.00, 0.00, -0.01], [0.02, 0.00, 0.00]]
}

{
  "formula": "C17H13F5IrN3Se3",
  "method": "ωB97M-V/def2-TZVPD",
  "s_squared": 8.78,
  "charge": 1,
  "spin_multiplicity": 6,
  "symbols": ["Ir", "Se", "Se", "C", "C", "C", "C", "C", "N", "C", "C", "C", "C", "C", "N", "H", "H", "H", "H", "H", "H", "H", "H", "N", "H", "H", "H", "C", "H", "H", "F", "C", "C", "F", "C", "F", "C", "Se", "C", "F", "C", "F"],
  "coordinates": [[0.120, 0.257, -0.461], [-0.117, -1.050, 2.881], [2.134, -0.737, 2.462], [2.047, 1.148, 2.046], [2.793, 2.022, 2.822], [2.675, 3.383, 2.591], [1.810, 3.822, 1.601], [1.121, 2.882, 0.862], [1.241, 1.562, 1.064], [-0.461, -2.374, 1.512], [-0.887, -3.633, 1.904], [-1.093, -4.593, 0.926], [-0.838, -4.267, -0.396], [-0.414, -2.985, -0.697], [-0.249, -2.048, 0.240], [3.433, 1.633, 3.600], [3.240, 4.088, 3.185], [1.681, 4.875, 1.395], [0.450, 3.185, 0.067], [-1.035, -3.847, 2.954], [-1.429, -5.584, 1.200], [-0.968, -4.992, -1.186], [-0.209, -2.678, -1.714], [-1.755, 1.148, 0.421], [-1.579, 1.622, 1.303], [-2.476, 0.453, 0.585], [-2.132, 1.827, -0.234], [-1.075, -0.287, -1.977], [-2.061, -0.713, -1.801], [-0.691, -0.454, -2.977], [5.699, 3.019, -3.281], [4.754, 2.648, -2.406], [5.140, 2.043, -1.099], [4.576, 2.419, 0.048], [4.439, 1.148, -2.057], [5.085, 0.113, -2.621], [2.965, 1.054, -1.950], [2.057, -0.559, -1.669], [2.450, 2.324, -2.196], [1.151, 2.609, -2.107], [3.420, 3.265, -2.470], [3.212, 4.544, -2.684]],
  "forces_ev_per_angstrom": [[0.26, -0.04, -0.43], [-0.24, -0.22, -0.01], [0.23, 0.23, -0.02], [-0.07, -0.28, 0.04], [-0.03, 0.02, -0.07], [0.06, -0.03, -0.03], [0.09, 0.02, 0.01], [-0.08, 0.05, -0.04], [-0.09, -0.32, -0.04], [0.10, 0.06, 0.05], [0.01, 0.10, 0.05], [-0.01, 0.02, -0.02], [-0.01, -0.08, 0.01], [0.01, 0.01, 0.04], [-0.07, 0.35, 0.13], [-0.02, 0.01, 0.03], [0.00, 0.00, 0.00], [-0.04, -0.01, -0.02], [0.04, -0.01, 0.04], [0.00, -0.04, -0.01], [0.00, -0.01, -0.02], [0.02, 0.02, -0.01], [-0.04, -0.02, -0.01], [0.50, -0.20, -0.25], [0.03, -0.03, 0.03], [0.01, -0.07, -0.04], [-0.03, -0.03, -0.04], [0.20, -0.23, 0.14], [-0.04, 0.14, 0.09], [-0.03, 0.07, -0.01], [-0.02, 0.02, -0.13], [0.24, -0.05, 0.36], [-0.53, -0.01, -0.26], [0.27, 0.00, 0.15], [-0.04, 0.09, 0.28], [0.10, 0.02, -0.10], [0.28, 0.62, -0.24], [-1.07, 0.19, 0.56], [0.00, -0.56, -0.01], [-0.05, 0.18, -0.11], [0.02, -0.15, -0.13], [-0.02, 0.13, 0.02]]
}

{
  "formula": "C17H13FN4O2S",
  "method": "ωB97M-V/def2-TZVPD",
  "charge": 0,
  "symbols": ["C", "C", "N", "C", "C", "C", "C", "C", "N", "C", "C", "C", "C", "N", "N", "S", "O", "O", "C", "C", "C", "C", "C", "C", "H", "H", "F", "H", "H", "H", "H", "H", "H", "H", "H", "H", "H", "H"],
  "coordinates": [[3.735, 2.363, 0.736], [3.364, 0.981, 0.336], [4.108, -0.005, 0.595], [3.284, -1.178, 0.236], [3.549, -2.690, 0.177], [2.549, -3.500, -0.080], [1.296, -3.093, -0.514], [1.082, -1.615, -0.862], [1.949, -0.722, -0.360], [2.026, 0.574, -0.223], [0.811, 1.625, -0.615], [0.681, 2.563, -1.637], [-0.547, 2.658, -1.645], [-1.245, 2.188, -0.664], [-0.412, 1.206, -0.285], [-1.018, 0.458, 1.424], [-1.000, 1.357, 2.333], [-0.146, -0.692, 1.634], [-2.461, 0.072, 0.708], [-2.762, -1.293, 0.467], [-4.022, -1.755, -0.190], [-5.128, -0.732, 0.043], [-4.852, 0.597, 0.368], [-3.663, 0.931, 0.935], [-3.413, 2.056, 0.859], [-5.598, 1.186, 0.273], [-6.206, -1.404, -0.553], [-4.116, -2.598, -0.466], [-1.973, -2.053, 0.504], [-1.018, 3.564, -2.038], [1.591, 2.990, -2.171], [0.160, -1.263, -1.286], [0.703, -3.640, -1.039], [2.783, -4.599, -0.108], [4.438, -2.878, 0.751], [4.812, 2.580, 0.692], [3.330, 3.085, -0.244], [3.334, 2.676, 1.908]],
  "forces_ev_per_angstrom": [[-1.59, 3.21, -0.60], [-4.93, 1.58, -1.07], [-0.94, -7.15, -0.54], [0.67, -1.18, -1.08], [1.24, 7.45, 2.48], [-1.42, -3.84, -0.97], [3.10, 8.87, -0.06], [0.45, -5.01, 2.16], [4.33, -1.55, 1.86], [-0.41, 6.75, -0.20], [5.37, -5.57, 0.19], [12.56, -2.48, 0.66], [-11.14, 8.44, -2.00], [-2.28, -3.18, -0.91], [-0.50, 0.47, 5.22], [5.36, -11.87, -12.02], [-0.78, 12.14, 10.99], [-1.71, 1.10, -0.80], [-6.40, -1.65, 2.03], [-1.10, -1.08, -3.06], [2.17, 16.68, 8.38], [3.96, -6.17, -3.63], [1.96, -5.49, 1.01], [4.30, 1.97, -3.15], [-0.54, -1.78, 1.07], [-4.79, 4.54, -0.36], [-0.32, 2.69, 1.18], [-1.67, -11.11, -3.67], [-0.01, 0.51, 0.11], [-0.29, -0.43, -0.87], [-1.94, -0.56, 0.54], [-0.10, 0.15, -0.15], [-3.89, -3.92, -2.54], [-0.47, 1.07, 0.35], [0.53, -0.75, -0.49], [-0.30, -0.59, 0.28], [0.66, -1.55, 3.40], [0.87, -0.72, -3.74]]
}

{
  "formula": "C17H13IO3",
  "method": "ωB97M-V/def2-TZVPD",
  "charge": 0,
  "symbols": ["C", "C", "C", "I", "C", "C", "C", "C", "C", "C", "C", "O", "C", "C", "C", "C", "O", "C", "C", "C", "O", "H", "H", "H", "H", "H", "H", "H", "H", "H", "H", "H", "H", "H"],
  "coordinates": [[4.269, -0.951, 0.781], [3.739, 0.301, 1.627], [3.548, 1.591, 0.701], [3.398, 3.285, 2.037], [2.225, 1.313, -0.115], [2.229, 0.907, -1.506], [0.974, 0.611, -2.223], [-0.257, 0.743, -1.482], [-0.257, 1.168, -0.065], [0.964, 1.461, 0.646], [-1.633, 1.259, 0.680], [-1.917, 2.173, 1.412], [-2.611, 0.085, 0.342], [-3.410, -0.552, 1.371], [-4.256, -1.667, 0.968], [-4.263, -2.083, -0.432], [-5.069, -3.188, -0.754], [-3.463, -1.439, -1.474], [-2.616, -0.331, -1.075], [-1.671, 0.424, -2.072], [-2.005, 0.759, -3.179], [5.065, -1.500, 1.344], [3.393, -1.606, 0.528], [4.640, -0.539, -0.192], [4.396, 0.514, 2.505], [2.746, -0.029, 2.047], [4.437, 1.614, 0.026], [3.184, 0.777, -2.059], [0.950, 0.277, -3.284], [0.918, 1.745, 1.718], [-3.317, -0.163, 2.410], [-4.856, -2.188, 1.750], [-5.968, -2.965, -0.459], [-3.508, -1.804, -2.522]],
  "forces_ev_per_angstrom": [[-0.62, 1.08, 0.03], [-0.16, -0.72, -0.04], [-0.79, -2.50, -0.14], [0.24, -0.14, -0.62], [-1.01, 0.63, 0.19], [-1.71, -0.01, 0.63], [-0.17, 0.71, 2.42], [0.59, 0.15, 1.05], [0.94, -0.28, -0.41], [-0.37, -0.97, -3.00], [0.11, -0.96, -1.05], [0.26, -0.53, 0.05], [0.13, -0.37, -0.74], [0.07, -0.41, -2.46], [1.50, 1.39, -0.94], [0.55, 0.86, 0.79], [0.31, 1.24, -0.04], [-0.05, 0.61, 2.04], [-0.79, -0.83, 1.55], [0.55, -0.17, 1.10], [0.10, -0.48, 0.28], [-0.75, 0.38, -0.70], [0.99, 0.38, 0.30], [0.10, -0.69, 0.77], [-0.36, -0.07, -0.89], [0.92, 0.75, -0.27], [-0.75, 0.63, 0.62], [-0.75, 0.23, 0.60], [0.13, 0.37, 0.99], [0.18, -0.14, -1.02], [-0.29, -0.51, -0.95], [0.50, 0.32, -1.00], [0.40, -0.29, -0.09], [0.00, 0.35, 0.96]]
}

{
  "formula": "C17H13MoN3O2STe",
  "method": "ωB97M-V/def2-TZVPD",
  "s_squared": 2.37,
  "charge": 2,
  "spin_multiplicity": 3,
  "symbols": ["Mo", "O", "C", "C", "C", "C", "C", "C", "C", "O", "N", "N", "C", "C", "C", "C", "C", "C", "N", "H", "H", "H", "H", "H", "H", "H", "H", "H", "H", "Te", "C", "C", "C", "C", "S", "H", "H", "H"],
  "coordinates": [[0.775, 0.988, -0.466], [-3.663, -2.311, -1.135], [-2.602, -3.080, -0.896], [-2.785, -4.459, -1.005], [-1.737, -5.311, -0.763], [-0.460, -4.835, -0.402], [-0.260, -3.493, -0.297], [-1.322, -2.581, -0.548], [-1.085, -1.194, -0.482], [0.219, -0.748, -0.284], [-1.972, -0.250, -0.664], [-1.337, 0.952, -0.730], [-1.985, 2.033, -0.966], [-1.129, 3.208, -1.064], [-1.575, 4.469, -1.387], [-0.650, 5.495, -1.535], [0.699, 5.234, -1.344], [1.092, 3.960, -0.999], [0.201, 2.948, -0.860], [-3.441, -1.373, -1.024], [-3.765, -4.825, -1.277], [-1.900, -6.378, -0.850], [0.344, -5.530, -0.213], [0.711, -3.106, -0.022], [-3.060, 2.048, -1.100], [-2.634, 4.639, -1.529], [-0.981, 6.490, -1.801], [1.444, 6.008, -1.452], [2.130, 3.723, -0.811], [3.449, 0.814, -0.190], [3.536, 0.060, 1.677], [2.547, 0.033, 2.669], [3.000, -0.516, 3.864], [4.322, -0.919, 3.778], [5.010, -0.604, 2.268], [1.543, 0.407, 2.524], [2.408, -0.618, 4.760], [4.913, -1.379, 4.556]],
  "forces_ev_per_angstrom": [[0.39, -0.44, -0.15], [0.15, -0.08, 0.03], [-0.21, 0.03, -0.02], [0.03, -0.04, 0.01], [0.02, -0.07, 0.00], [-0.09, -0.04, -0.02], [-0.06, 0.10, -0.02], [0.16, -0.21, 0.20], [0.39, 0.35, -0.16], [-0.62, -0.29, 0.11], [0.19, 0.16, -0.03], [-0.41, -0.23, 0.00], [0.07, 0.24, 0.01], [0.03, -0.24, -0.03], [-0.08, 0.10, -0.01], [-0.05, 0.04, -0.01], [0.04, 0.06, -0.01], [-0.19, -0.16, 0.13], [-0.26, 0.56, -0.02], [-0.05, 0.07, -0.01], [0.01, 0.00, 0.00], [0.01, 0.01, 0.00], [0.00, 0.00, 0.00], [0.00, 0.02, -0.01], [0.01, 0.05, -0.02], [0.02, 0.03, -0.02], [0.00, -0.01, 0.01], [-0.01, 0.00, 0.00], [0.04, 0.01, -0.02], [0.43, 0.08, -0.24], [-0.16, 0.09, 0.34], [0.05, -0.10, -0.02], [-0.05, 0.00, -0.07], [0.08, 0.02, 0.02], [0.14, -0.14, 0.06], [0.00, 0.03, -0.01], [0.00, -0.01, -0.01], [0.00, 0.02, 0.00]]
}

no.,F_max (eV/Å),M (g/mol),energy (eV)
1,2.339,385.22,-97937.102
2,1.209,524.19,-133653.817
3,1.220,783.40,-234761.811
4,18.796,356.38,-41434.620
5,3.176,392.19,-32080.812
6,0.689,546.92,-46371.402